{"formula": "C21H54N9O9P", "method": "the ωB97M-V functional and the def2-TZVPD basis", "e_homo_ev": -6.6, "fmax_ev_per_a": 1.920, "total_charge": 0, "lumo_ev": 0.46, "smiles": "C=CC[PH4].CC(N)=O.CC(N)=O.CC(N)=O.CC(N)=O.CC(N)=O.CC(N)=O.CC(N)=O.CC(N)=O.CC(N)=O", "molar_mass_g_mol": 607.69, "symbols": ["C", "C", "C", "P", "H", "H", "H", "H", "H", "H", "H", "H", "H", "C", "C", "N", "O", "H", "H", "H", "H", "H", "C", "C", "N", "O", "H", "H", "H", "H", "H", "C", "C", "N", "O", "H", "H", "H", "H", "H", "C", "C", "N", "O", "H", "H", "H", "H", "H", "C", "C", "N", "O", "H", "H", "H", "H", "H", "C", "C", "N", "O", "H", "H", "H", "H", "H", "C", "C", "N", "O", "H", "H", "H", "H", "H", "C", "C", "N", "O", "H", "H", "H", "H", "H", "C", "C", "N", "O", "H", "H", "H", "H", "H"], "coordinates": [[2.942, -3.040, 3.007], [3.355, -2.423, 4.165], [4.320, -1.293, 4.089], [3.436, 0.452, 4.117], [2.457, -2.409, 2.267], [3.165, -4.083, 2.812], [2.957, -2.708, 5.137], [5.072, -1.376, 4.875], [4.826, -1.338, 3.127], [2.693, 0.051, 2.985], [2.895, 0.172, 5.408], [4.741, 1.064, 4.024], [2.820, 1.744, 4.104], [1.287, 1.376, -0.981], [2.389, 1.037, -0.009], [3.496, 1.823, -0.057], [2.298, 0.113, 0.778], [0.382, 1.607, -0.423], [1.102, 0.513, -1.617], [1.538, 2.227, -1.613], [3.592, 2.592, -0.693], [4.245, 1.622, 0.582], [-0.761, -1.775, -3.114], [-0.666, -0.748, -4.217], [0.069, -1.104, -5.291], [-1.220, 0.337, -4.136], [-1.805, -2.037, -2.954], [-0.363, -1.342, -2.197], [-0.204, -2.683, -3.344], [0.519, -1.993, -5.385], [0.147, -0.448, -6.049], [2.106, -8.297, 1.866], [1.317, -7.467, 0.880], [1.414, -6.120, 1.028], [0.636, -7.967, 0.005], [2.810, -8.920, 1.317], [1.418, -8.940, 2.413], [2.658, -7.686, 2.579], [1.968, -5.679, 1.739], [0.899, -5.541, 0.388], [0.395, 5.276, 5.605], [0.496, 3.777, 5.489], [-0.111, 3.086, 6.487], [1.076, 3.216, 4.575], [-0.107, 5.667, 4.722], [1.399, 5.695, 5.666], [-0.167, 5.565, 6.489], [-0.585, 3.544, 7.247], [-0.077, 2.083, 6.456], [-3.524, 6.336, 2.452], [-2.686, 6.756, 3.637], [-1.732, 7.697, 3.388], [-2.843, 6.289, 4.747], [-4.569, 6.544, 2.670], [-3.401, 5.265, 2.299], [-3.245, 6.855, 1.536], [-1.581, 8.096, 2.482], [-1.158, 7.998, 4.157], [-3.473, 3.012, -2.329], [-3.403, 4.067, -3.407], [-2.673, 3.740, -4.506], [-3.961, 5.144, -3.306], [-4.515, 2.742, -2.166], [-3.065, 3.424, -1.407], [-2.913, 2.114, -2.592], [-2.202, 2.859, -4.613], [-2.609, 4.423, -5.241], [-1.476, -5.023, -7.625], [-0.304, -4.199, -7.156], [0.560, -4.826, -6.310], [-0.133, -3.045, -7.508], [-1.445, -5.095, -8.710], [-2.396, -4.525, -7.325], [-1.470, -6.030, -7.215], [0.436, -5.775, -6.011], [1.364, -4.317, -5.986], [1.325, 5.342, 10.503], [0.358, 6.143, 9.665], [0.237, 7.458, 9.981], [-0.280, 5.649, 8.755], [2.089, 4.921, 9.852], [0.783, 4.529, 10.983], [1.809, 5.943, 11.272], [0.750, 7.891, 10.725], [-0.402, 8.014, 9.439], [-3.993, -6.742, -10.554], [-2.599, -7.299, -10.724], [-2.128, -7.348, -11.998], [-1.932, -7.682, -9.783], [-3.947, -5.871, -9.901], [-4.619, -7.500, -10.087], [-4.444, -6.447, -11.500], [-2.658, -7.038, -12.790], [-1.202, -7.714, -12.143]], "mulliken_charge": [-0.573, -0.294, -0.960, 0.298, 0.327, 0.146, 0.315, 0.469, 0.354, 0.053, -0.006, 0.010, -0.120, -0.610, 0.644, -0.370, -0.619, 0.251, -0.059, 0.324, 0.183, 0.224, -0.805, 0.680, -0.272, -0.629, 0.278, 0.182, 0.294, 0.053, 0.184, -0.792, 0.595, -0.246, -0.627, 0.239, 0.238, 0.268, 0.190, 0.159, -0.473, 0.519, -0.322, -0.675, -0.034, 0.273, 0.259, 0.203, 0.214, -0.963, 0.719, -0.371, -0.600, 0.268, 0.222, 0.349, 0.174, 0.237, -0.540, 0.562, -0.337, -0.652, 0.244, 0.183, 0.138, 0.226, 0.199, -0.849, 0.694, -0.379, -0.627, 0.139, 0.281, 0.336, 0.194, 0.227, -0.884, 0.604, -0.387, -0.614, 0.237, 0.253, 0.338, 0.182, 0.234, -0.773, 0.612, -0.395, -0.597, 0.193, 0.244, 0.333, 0.181, 0.225]}